This record from OMol25 describes 2 unconnected molecules or ions with the total composition C23H32ClN3. The level of theory is ωB97M-V with the def2-TZVPD basis set.

Geometry as XYZ:
```
59
Properties=species:S:1:pos:R:3:nbo_charge:R:1
Cl 4.14250 -0.20517 1.59921 0.137
C 2.43878 -0.18451 1.74741 0.065
C 1.73633 -1.38524 1.84078 -0.234
C 0.37041 -1.38000 1.88131 -0.107
C -0.35640 -0.16422 1.83963 -0.122
C -1.76937 -0.16648 1.78099 0.288
C -2.65447 1.05256 1.81474 -0.491
C -4.06668 0.51271 1.51113 -0.470
C -3.89502 -0.97120 1.42703 0.066
C -2.59218 -1.30702 1.57188 -0.312
C 0.38353 1.04632 1.79225 -0.097
C 1.75006 1.02935 1.73323 -0.243
H 2.28666 -2.30960 1.87360 0.257
H -0.16609 -2.30984 1.94481 0.228
H -2.60015 1.53431 2.79785 0.256
H -2.32292 1.78849 1.07489 0.273
H -4.79310 0.78324 2.28660 0.249
H -4.44472 0.90352 0.55854 0.273
H -4.68688 -1.67649 1.23679 0.249
H -2.21904 -2.30941 1.46513 0.248
H -0.14334 1.98419 1.76616 0.228
H 2.31453 1.94280 1.65314 0.258
C -8.80817 4.40368 11.78238 -0.609
C -8.65862 3.10791 11.00049 -0.392
C -7.20275 2.65978 10.84881 -0.417
C -7.03094 1.35356 10.04509 -0.221
N -6.21564 1.54874 8.83378 -0.280
C -6.71238 1.95219 7.58405 -0.026
C -5.64920 2.19088 6.76215 -0.051
N -4.46830 1.97149 7.49281 -0.292
C -3.12565 1.86619 6.90068 -0.218
C -2.86527 0.49567 6.28238 -0.059
C -2.97613 -0.64357 7.31950 -0.421
C -1.86299 -1.64180 6.96593 -0.420
C -0.81334 -0.81773 6.20791 -0.224
N -1.48823 0.39884 5.69807 -0.628
C -4.81132 1.56974 8.79599 0.253
H -9.85334 4.70194 11.88433 0.233
H -8.39581 4.31286 12.78897 0.215
H -8.28312 5.22466 11.29218 0.207
H -9.23010 2.30766 11.48777 0.210
H -9.11291 3.21047 10.00655 0.193
H -6.62309 3.45474 10.36327 0.208
H -6.75117 2.55559 11.84311 0.227
H -6.56279 0.56412 10.64505 0.233
H -8.00698 0.96248 9.73876 0.235
H -7.75792 2.03868 7.34403 0.262
H -5.68086 2.50738 5.73416 0.250
H -3.01038 2.64832 6.14689 0.230
H -2.38626 2.06804 7.67832 0.237
H -3.59385 0.31852 5.47513 0.177
H -2.82543 -0.23792 8.32476 0.195
H -3.97265 -1.09953 7.31833 0.229
H -1.44186 -2.12171 7.85795 0.239
H -2.25425 -2.44638 6.33248 0.212
H -0.00005 -0.50461 6.87211 0.201
H -0.34777 -1.38260 5.39037 0.199
H -1.51794 0.39193 4.67496 0.356
H -4.14099 1.33608 9.60255 0.261
```

DFT total energy: -41347.889 eV
Orbital gap: 6.651 eV
Total charge: +2
Spin multiplicity: 1

This record from OMol25 describes a molecular structure, C23H32F10N5O4SSiTm. The level of theory is ωB97M-V with the def2-TZVPD basis set.

Geometry as XYZ:
```
77
Properties=species:S:1:pos:R:3:lowdin_spin:R:1
Tm -0.38646 0.51641 0.08244 1.999
N -1.44024 -0.94766 2.05201 0.000
C -2.52648 -1.60532 1.30082 0.000
C -3.20693 -0.60508 0.36133 0.000
O -4.32989 -0.79513 -0.04167 0.000
O -2.44453 0.40885 0.05721 -0.001
H -0.87597 -1.65017 2.51803 0.000
H -1.84348 -0.36564 2.77686 0.000
H -3.31507 -2.05537 1.90724 0.000
H -2.09047 -2.38830 0.67577 0.000
C 0.16181 0.47300 -4.64613 0.000
Si -1.06093 -0.13338 -3.34324 0.000
C -2.22872 1.26434 -2.92014 0.000
C -2.12684 -1.49072 -4.10433 0.000
N -0.25888 -0.69148 -1.89484 0.000
C 0.33521 -1.92338 -1.90907 0.001
C 0.64077 -2.69575 -3.05437 0.000
C 1.22277 -3.95062 -2.97348 0.000
C 1.53884 -4.53144 -1.75123 0.000
C 1.25239 -3.81665 -0.59324 0.000
C 0.68433 -2.57637 -0.72057 0.000
F 0.38795 -1.88037 0.45097 0.000
H -0.15295 0.16706 -5.64634 0.000
H 1.16269 0.07473 -4.46880 0.000
H 0.24132 1.56032 -4.63347 0.000
H -2.56505 1.70123 -3.86486 0.000
H -1.79697 2.08430 -2.34027 0.000
H -3.09928 0.89825 -2.37591 0.000
H -3.08240 -1.06326 -4.41396 0.000
H -2.34174 -2.28361 -3.38621 0.000
H -1.66999 -1.95013 -4.98126 0.000
H 0.43842 -2.27689 -4.02973 0.000
H 1.43424 -4.48613 -3.89015 0.000
H 1.98143 -5.51529 -1.69481 0.000
H 1.45236 -4.21179 0.39475 0.000
C 3.73922 -1.32836 -1.11955 0.000
N 3.73223 -1.21070 0.33464 0.000
C 4.66747 -2.03609 1.07983 0.000
C 2.78485 -0.48397 0.93999 0.000
C 2.72209 -0.48290 2.44239 0.000
O 1.97667 0.17453 0.26863 0.000
H 3.40869 -2.32666 -1.41688 0.000
H 4.74953 -1.15511 -1.49105 0.000
H 3.05857 -0.59506 -1.54129 0.000
H 5.44533 -2.37016 0.39722 0.000
H 4.18168 -2.91925 1.50066 0.000
H 5.14120 -1.47374 1.88309 0.000
H 3.57334 0.06543 2.85236 0.000
H 2.75011 -1.49359 2.84826 0.000
H 1.81279 0.02960 2.75020 0.000
C 3.00205 4.42804 -3.03459 0.000
N 3.03842 4.04062 -1.63908 0.000
C 3.96375 4.48152 -0.70757 0.000
C 3.63857 3.91931 0.47309 0.000
N 2.53420 3.12695 0.24918 0.000
C 2.15428 3.20787 -1.03789 0.000
S 0.86355 2.41687 -1.79218 -0.001
H 3.14291 5.50442 -3.11323 0.000
H 2.02977 4.15578 -3.43617 0.000
H 3.77888 3.91057 -3.59682 0.000
H 4.76074 5.15033 -0.97347 0.000
H 4.08788 4.02023 1.44214 0.000
H 1.93427 2.67117 0.94177 0.000
F -2.41759 1.92929 2.56966 0.000
C -1.39313 2.34067 3.33036 0.000
F -1.86689 3.23243 4.20497 0.000
F -0.97078 1.27316 4.02239 0.000
C -0.24898 2.91261 2.44198 0.000
O 0.40226 1.94276 1.76784 0.000
C -0.86942 3.91312 1.41654 0.000
F 0.08439 4.70991 0.91438 0.000
F -1.38149 3.21440 0.38755 0.000
F -1.84098 4.68301 1.90371 0.000
C 0.72116 3.69389 3.39837 0.000
F 0.30387 4.93982 3.64820 0.000
F 0.86402 3.07222 4.57617 0.000
F 1.94577 3.77870 2.86423 0.000
```

ΔE to the lowest compared entry with this formula, charge and spin: 1.059 eV
DFT total energy: -115437.208 eV
Orbital gap (spin up / spin down): 7.393 / 7.390 eV
Spin multiplicity: 3

This record from OMol25 describes a molecular structure, C23H32F3HfN4O4S3. The level of theory is ωB97M-V with the def2-TZVPD basis set.

Geometry as XYZ:
```
70
Properties=species:S:1:pos:R:3:nbo_charge:R:1
Hf 0.88094 -0.71979 -0.53578 2.189
C -2.54850 1.22957 -5.35565 -0.626
C -3.38439 0.90435 -4.12294 -0.222
N -2.83036 -0.21829 -3.34882 -0.559
C -1.79824 -0.03321 -2.48794 0.341
S -1.21579 -1.44578 -1.62439 -0.252
N -1.32756 1.17521 -2.40616 -0.449
N -0.22610 1.27085 -1.63118 -0.318
C 0.39251 2.39522 -1.49832 0.306
C -0.12676 3.56007 -2.31896 -0.669
C 1.55243 2.48014 -0.61994 0.165
C 2.30579 3.63726 -0.39325 -0.223
C 3.37549 3.58288 0.47188 -0.125
C 3.60826 2.46758 1.22323 -0.237
C 2.85296 1.35296 0.88887 0.089
N 1.89090 1.30066 0.00557 -0.563
H -1.56712 0.76592 -5.25737 0.221
H -2.95549 0.96871 -6.31980 0.221
H -2.46762 2.28684 -5.40570 0.216
H -3.44998 1.76403 -3.43797 0.216
H -4.37931 0.63630 -4.42249 0.212
H -3.19171 -1.12580 -3.46921 0.414
H -0.30484 3.25606 -3.35771 0.258
H -0.99165 3.90259 -1.89540 0.233
H 0.65818 4.32385 -2.32516 0.211
H 2.09201 4.58148 -0.90454 0.247
H 4.01727 4.41189 0.65402 0.238
H 4.28051 2.34042 2.12570 0.254
H 3.00996 0.40391 1.38830 0.219
F 4.96789 -1.74439 -3.86753 -0.267
C 3.87456 -2.08638 -3.27894 0.779
F 3.95422 -3.18861 -2.58461 -0.279
F 2.88618 -2.23315 -4.18340 -0.310
S 3.27778 -0.62993 -2.22413 2.303
O 3.30356 -1.08048 -0.81027 -0.981
O 4.05319 0.48785 -2.51135 -0.892
O 1.82762 -0.39426 -2.48366 -1.002
C 0.70802 -5.49551 1.32536 -0.183
C -0.01430 -4.44975 1.98947 -0.224
C 0.11512 -3.14584 1.57288 -0.196
C 0.88350 -2.80057 0.43865 -0.637
C 1.51398 -3.85442 -0.23726 -0.120
C 1.44683 -5.19551 0.17507 -0.241
H 0.74430 -6.46591 1.78870 0.219
H -0.47597 -4.68208 2.91555 0.210
H -0.27302 -2.32454 2.19183 0.196
H 2.08225 -3.65743 -1.12819 0.186
H 2.00196 -5.93155 -0.41781 0.222
C 0.46429 -0.31220 4.43803 -0.612
C -0.22827 0.99419 4.51882 -0.433
C -0.20844 1.87421 3.26331 -0.534
S -0.77628 1.25304 1.61975 1.235
O -0.00656 -0.02868 1.24603 -1.032
C -2.51873 0.79754 1.78727 -0.573
C -2.89037 -0.56963 2.33428 -0.427
C -4.43203 -0.53633 2.60558 -0.607
H 0.50461 -0.84903 5.36518 0.233
H 1.54390 -0.24139 4.18457 0.210
H -0.00134 -1.02049 3.77192 0.210
H 0.21766 1.46693 5.39021 0.240
H -1.22248 0.81592 4.80448 0.214
H 0.74703 2.31427 2.91234 0.243
H -0.95881 2.66524 3.32045 0.239
H -2.93059 0.95156 0.76118 0.259
H -2.84308 1.59768 2.45224 0.235
H -2.37187 -0.78728 3.29515 0.213
H -2.61831 -1.39228 1.64298 0.244
H -4.62215 -0.16686 3.56911 0.212
H -4.86122 -1.55038 2.48366 0.234
H -5.01643 0.14057 1.94422 0.211
```

ΔE to the lowest compared entry with this formula, charge and spin: 1.335 eV
DFT total energy: -80482.043 eV
Orbital gap: 7.387 eV
Total charge: +1
Spin multiplicity: 1

Question: Which formula does entry 1 have?
Answer: C23H32ClN3

Question: DFT total energy of number 2 (C23H32F10N5O4SSiTm)?
Answer: -115437.208 eV

Question: Which of these has the highest DFT total energy?
Answer: C23H32ClN3

Repeat the first record exactly.
This record from OMol25 describes 2 unconnected molecules or ions with the total composition C23H32ClN3. The level of theory is ωB97M-V with the def2-TZVPD basis set.

Geometry as XYZ:
```
59
Properties=species:S:1:pos:R:3:nbo_charge:R:1
Cl 4.14250 -0.20517 1.59921 0.137
C 2.43878 -0.18451 1.74741 0.065
C 1.73633 -1.38524 1.84078 -0.234
C 0.37041 -1.38000 1.88131 -0.107
C -0.35640 -0.16422 1.83963 -0.122
C -1.76937 -0.16648 1.78099 0.288
C -2.65447 1.05256 1.81474 -0.491
C -4.06668 0.51271 1.51113 -0.470
C -3.89502 -0.97120 1.42703 0.066
C -2.59218 -1.30702 1.57188 -0.312
C 0.38353 1.04632 1.79225 -0.097
C 1.75006 1.02935 1.73323 -0.243
H 2.28666 -2.30960 1.87360 0.257
H -0.16609 -2.30984 1.94481 0.228
H -2.60015 1.53431 2.79785 0.256
H -2.32292 1.78849 1.07489 0.273
H -4.79310 0.78324 2.28660 0.249
H -4.44472 0.90352 0.55854 0.273
H -4.68688 -1.67649 1.23679 0.249
H -2.21904 -2.30941 1.46513 0.248
H -0.14334 1.98419 1.76616 0.228
H 2.31453 1.94280 1.65314 0.258
C -8.80817 4.40368 11.78238 -0.609
C -8.65862 3.10791 11.00049 -0.392
C -7.20275 2.65978 10.84881 -0.417
C -7.03094 1.35356 10.04509 -0.221
N -6.21564 1.54874 8.83378 -0.280
C -6.71238 1.95219 7.58405 -0.026
C -5.64920 2.19088 6.76215 -0.051
N -4.46830 1.97149 7.49281 -0.292
C -3.12565 1.86619 6.90068 -0.218
C -2.86527 0.49567 6.28238 -0.059
C -2.97613 -0.64357 7.31950 -0.421
C -1.86299 -1.64180 6.96593 -0.420
C -0.81334 -0.81773 6.20791 -0.224
N -1.48823 0.39884 5.69807 -0.628
C -4.81132 1.56974 8.79599 0.253
H -9.85334 4.70194 11.88433 0.233
H -8.39581 4.31286 12.78897 0.215
H -8.28312 5.22466 11.29218 0.207
H -9.23010 2.30766 11.48777 0.210
H -9.11291 3.21047 10.00655 0.193
H -6.62309 3.45474 10.36327 0.208
H -6.75117 2.55559 11.84311 0.227
H -6.56279 0.56412 10.64505 0.233
H -8.00698 0.96248 9.73876 0.235
H -7.75792 2.03868 7.34403 0.262
H -5.68086 2.50738 5.73416 0.250
H -3.01038 2.64832 6.14689 0.230
H -2.38626 2.06804 7.67832 0.237
H -3.59385 0.31852 5.47513 0.177
H -2.82543 -0.23792 8.32476 0.195
H -3.97265 -1.09953 7.31833 0.229
H -1.44186 -2.12171 7.85795 0.239
H -2.25425 -2.44638 6.33248 0.212
H -0.00005 -0.50461 6.87211 0.201
H -0.34777 -1.38260 5.39037 0.199
H -1.51794 0.39193 4.67496 0.356
H -4.14099 1.33608 9.60255 0.261
```

DFT total energy: -41347.889 eV
Orbital gap: 6.651 eV
Total charge: +2
Spin multiplicity: 1